Entry 1:
Molecular formula: C15H24NO18S
Method: DFT, ωB97M-V/def2-TZVPD

The net charge is -1. Its energy above the lowest of the compared OMol25 structures with the same formula, charge and spin is 69.8 kcal per mole. The HOMO-LUMO gap is 8.421 eV. Its total energy is -65114.8948 eV.

Structure (XYZ):
```
59
C15H24NO18S (ωB97M-V/def2-TZVPD)
N 4.861 21.054 37.779
O 3.794 21.464 38.088
O 5.279 20.036 38.344
O 5.582 21.730 37.113
O 3.419 17.506 32.751
S 4.742 17.202 33.198
O 5.811 18.192 32.949
O 4.559 16.970 34.776
C 4.248 18.049 35.524
C 3.444 17.838 36.800
C 5.335 15.645 32.551
H 3.906 18.870 35.256
H 5.220 18.343 35.857
H 3.254 18.572 37.515
H 4.039 17.103 37.341
H 2.206 17.650 36.785
H 6.258 15.235 32.745
H 5.433 15.490 31.519
H 4.726 14.794 32.666
C 5.029 24.344 39.365
C 4.190 24.725 38.174
O 3.545 25.880 38.817
C 4.408 26.451 39.601
O 4.313 27.628 40.067
O 5.399 25.607 39.909
H 5.706 23.566 39.170
H 4.396 23.848 40.234
H 3.803 23.948 37.786
H 4.708 25.002 37.262
C 7.626 19.794 35.393
C 8.205 18.505 35.678
O 9.236 18.174 34.707
C 9.593 19.325 34.277
O 10.633 19.469 33.527
O 8.704 20.304 34.657
H 7.511 20.373 36.380
H 6.697 19.809 34.923
H 7.411 17.750 35.354
H 8.582 18.348 36.708
C 8.854 23.143 36.488
C 7.763 24.281 36.571
O 8.428 25.440 37.002
C 9.677 25.214 37.387
O 10.382 26.005 38.042
O 10.046 23.886 36.952
H 9.028 22.879 35.492
H 8.318 22.315 37.134
H 7.152 23.853 37.402
H 7.109 24.422 35.673
C 0.975 21.932 36.710
C 0.425 22.563 38.073
O -0.743 23.249 37.791
C -1.224 22.846 36.631
O -2.387 22.965 36.133
O -0.253 22.024 35.959
H 1.345 20.995 36.879
H 1.875 22.424 35.977
H 1.117 23.285 38.503
H 0.279 21.493 38.700
```

=====

Entry 2:
Molecular formula: C60H75CsN10O3S2Sb2
Method: DFT, ωB97M-V/def2-TZVPD

Its energy above the lowest of the compared OMol25 structures with the same formula, charge and spin is 8.5 kcal per mole. The HOMO-LUMO gap is 7.340 eV. Its total energy is -119776.1425 eV.

Structure (XYZ):
```
153
C60H75CsN10O3S2Sb2 (ωB97M-V/def2-TZVPD)
Cs 0.778 0.311 -0.528
C 0.792 4.108 -0.854
C 0.829 3.420 -2.230
N -0.257 2.444 -2.390
C -1.523 2.938 -2.917
C -2.185 3.885 -1.940
C -2.469 5.201 -2.289
C -2.929 6.064 -1.310
C -3.055 5.593 -0.013
C -2.783 4.254 0.242
C -2.818 3.702 1.654
N -1.501 3.201 2.040
C -0.401 4.170 2.066
C 0.909 3.567 1.556
N 0.780 3.091 0.187
N -2.395 3.411 -0.713
H -0.100 4.729 -0.761
H 1.655 4.790 -0.772
H 1.774 2.874 -2.291
H 0.825 4.185 -3.019
H 0.051 1.663 -2.959
H -2.169 2.069 -3.059
H -1.416 3.449 -3.885
H -2.312 5.540 -3.306
H -3.148 7.098 -1.544
H -3.353 6.250 0.795
H -3.507 2.852 1.677
H -3.216 4.476 2.323
H -1.553 2.689 2.908
H -0.238 4.586 3.067
H -0.661 5.015 1.425
H 1.174 2.711 2.185
H 1.708 4.319 1.668
H 1.529 2.435 -0.001
S -0.737 -4.906 -7.891
N 0.552 -4.089 -7.363
C 0.102 -3.234 -6.462
C 0.918 -2.297 -5.700
C 2.303 -2.200 -5.840
C 2.993 -1.313 -5.049
C 2.275 -0.545 -4.129
N 0.957 -0.622 -4.002
C 0.280 -1.474 -4.773
C -1.197 -1.509 -4.596
N -1.736 -0.632 -3.734
C -3.048 -0.650 -3.569
C -3.904 -1.528 -4.238
C -3.356 -2.423 -5.124
C -1.974 -2.416 -5.317
C -1.305 -3.305 -6.261
N -1.901 -4.213 -7.012
H 2.802 -2.826 -6.569
H 4.068 -1.212 -5.118
H 2.789 0.131 -3.450
H -3.449 0.070 -2.860
H -4.970 -1.500 -4.049
H -3.963 -3.129 -5.677
C -2.058 -3.014 1.248
Sb -2.650 -1.169 0.301
C -4.139 -2.261 -0.824
C -3.969 -0.553 1.960
C -5.406 -0.947 1.892
C -5.776 -2.236 2.294
C -7.090 -2.669 2.259
C -8.082 -1.791 1.828
C -7.726 -0.503 1.454
C -6.399 -0.063 1.473
C -6.072 1.354 1.077
Sb -5.308 1.520 -0.957
C -7.111 0.704 -1.811
C -5.937 3.566 -1.169
H -2.912 -3.692 1.298
H -1.674 -2.830 2.252
H -1.262 -3.463 0.650
H -4.744 -2.855 -0.139
H -3.614 -2.922 -1.518
H -4.796 -1.604 -1.398
H -3.826 0.525 2.075
H -3.504 -1.044 2.819
H -4.999 -2.910 2.643
H -7.341 -3.674 2.575
H -9.119 -2.099 1.800
H -8.497 0.193 1.140
H -5.341 1.810 1.750
H -6.969 1.972 1.082
H -7.953 1.337 -1.529
H -7.282 -0.309 -1.445
H -7.030 0.681 -2.899
H -7.019 3.622 -1.042
H -5.666 3.938 -2.159
H -5.444 4.194 -0.422
C 0.729 -1.615 6.775
C 1.587 -2.229 5.669
C 3.038 -1.755 5.851
C 1.526 -3.757 5.794
C 1.114 -1.805 4.282
C 0.127 -0.849 4.076
C -0.228 -0.521 2.779
N 0.318 -1.068 1.697
C 1.306 -1.948 1.877
C 1.704 -2.348 3.146
C 2.001 -2.498 0.664
C 3.325 -2.900 0.757
C 3.980 -3.438 -0.343
C 3.248 -3.522 -1.520
C 1.934 -3.087 -1.535
N 1.300 -2.587 -0.476
C 5.408 -3.951 -0.223
C 6.095 -3.994 -1.591
C 5.345 -5.370 0.359
C 6.242 -3.062 0.715
H 1.084 -1.967 7.745
H -0.321 -1.902 6.676
H 0.791 -0.524 6.777
H 3.384 -1.985 6.862
H 3.118 -0.677 5.694
H 3.708 -2.247 5.141
H 1.846 -4.058 6.795
H 2.179 -4.252 5.073
H 0.508 -4.121 5.635
H -0.378 -0.365 4.901
H -0.999 0.228 2.594
H 2.476 -3.100 3.244
H 3.862 -2.748 1.684
H 3.675 -3.923 -2.429
H 1.345 -3.159 -2.446
H 5.626 -4.716 -2.262
H 7.137 -4.294 -1.464
H 6.078 -3.010 -2.066
H 4.815 -6.050 -0.314
H 4.829 -5.373 1.322
H 6.357 -5.755 0.512
H 6.105 -2.005 0.480
H 7.299 -3.316 0.609
H 5.973 -3.222 1.763
C 7.066 5.461 1.661
C 6.274 4.294 1.125
C 6.714 2.988 1.333
C 5.988 1.905 0.870
C 4.801 2.121 0.179
C 4.357 3.413 -0.059
C 5.093 4.490 0.417
S 3.816 0.732 -0.297
O 2.918 0.502 0.842
O 4.737 -0.351 -0.558
O 3.046 1.148 -1.474
H 8.108 5.410 1.341
H 7.060 5.465 2.754
H 6.652 6.410 1.320
H 7.645 2.820 1.864
H 6.333 0.890 1.027
H 3.457 3.571 -0.642
H 4.743 5.501 0.233
```

=====

Entry 3:
Molecular formula: C23H21Cl2LuN4S2
Method: DFT, ωB97M-V/def2-TZVPD

The net charge is -2. Its energy above the lowest of the compared OMol25 structures with the same formula, charge and spin is 2.0 kcal per mole. The HOMO-LUMO gap is 5.774 eV. Its total energy is -110492.5787 eV.

Structure (XYZ):
```
53
C23H21Cl2LuN4S2 (ωB97M-V/def2-TZVPD)
Lu -0.815 0.532 -0.197
C -1.866 -1.285 2.530
N -0.782 -1.642 1.615
C -1.237 -2.699 0.706
C -0.259 -2.944 -0.442
N -0.331 -1.905 -1.472
C -1.460 -2.151 -2.372
C 0.860 -1.815 -2.280
C 1.673 -2.912 -2.518
C 2.782 -2.830 -3.344
C 3.082 -1.630 -3.969
C 2.290 -0.526 -3.748
C 1.176 -0.586 -2.902
S 0.222 0.837 -2.705
C 0.409 -2.047 2.321
C 0.348 -2.959 3.361
C 1.485 -3.389 4.026
C 2.720 -2.898 3.630
C 2.803 -1.992 2.598
C 1.659 -1.524 1.924
S 1.838 -0.368 0.663
H -2.284 -2.157 3.063
H -2.662 -0.821 1.939
H -1.499 -0.561 3.261
H -2.202 -2.370 0.309
H -1.375 -3.652 1.248
H -0.478 -3.940 -0.870
H 0.759 -2.963 -0.042
H -1.339 -3.115 -2.895
H -1.519 -1.353 -3.114
H -2.395 -2.156 -1.814
H 1.449 -3.866 -2.058
H 3.403 -3.705 -3.497
H 3.940 -1.556 -4.629
H 2.520 0.422 -4.218
H -0.612 -3.355 3.667
H 1.406 -4.105 4.832
H 3.622 -3.226 4.135
H 3.762 -1.613 2.277
N -0.748 3.342 1.924
C -0.742 2.408 1.232
Cl -2.568 2.425 -1.605
C -3.970 1.371 -1.621
C -5.101 1.755 -2.278
C -6.228 0.932 -2.275
C -6.160 -0.285 -1.601
C -5.013 -0.656 -0.961
Cl -4.990 -2.220 -0.167
C -3.795 0.133 -0.863
N -2.757 -0.216 -0.214
H -5.131 2.700 -2.805
H -7.139 1.237 -2.772
H -7.015 -0.953 -1.594
```

=====

Entry 4:
Molecular formula: C4H10N4
Method: DFT, ωB97M-V/def2-TZVPD

The net charge is +2. Its energy above the lowest of the compared OMol25 structures with the same formula, charge and spin is 91.2 kcal per mole. The HOMO-LUMO gap is 8.953 eV. Its total energy is -10249.3846 eV.

Structure (XYZ):
```
18
C4H10N4 (ωB97M-V/def2-TZVPD)
C 5.486 0.759 0.415
C -1.489 0.804 0.187
C -2.322 0.670 -0.988
C 0.504 -1.877 0.057
N -0.252 0.324 0.173
N 4.388 0.563 0.185
N -1.891 1.360 1.284
N 0.685 -0.481 -0.082
H 6.536 0.991 0.496
H -2.147 1.488 -1.644
H -3.449 0.732 -0.790
H -2.148 -0.265 -1.444
H 0.327 -2.226 -0.928
H 1.400 -2.428 0.453
H -0.399 -2.318 0.729
H -2.762 1.821 1.219
H -1.559 1.480 2.250
H 3.368 0.480 0.039
```

=====

Entry 5:
Molecular formula: C8H5Cl2GaNO3Pr
Method: DFT, ωB97M-V/def2-TZVPD

The net charge is +4. Its energy above the lowest of the compared OMol25 structures with the same formula, charge and spin is 0.0 kcal per mole. The HOMO-LUMO gap is 4.318 eV. Its total energy is -107451.2222 eV. Its spin multiplicity is 3.

Structure (XYZ):
```
21
C8H5Cl2GaNO3Pr (ωB97M-V/def2-TZVPD)
Ga 0.786 -0.841 -4.351
Pr 0.423 1.873 0.020
Cl 1.400 -2.195 -2.779
Cl -1.761 2.630 -0.904
C 2.704 2.953 1.072
C 0.879 -1.955 -6.065
C 0.613 1.055 -4.413
O 3.726 3.384 1.392
O 1.011 -2.800 -6.859
O 0.527 2.226 -4.414
C -1.275 -1.079 3.501
C -1.605 0.240 3.237
C -1.198 0.820 2.042
N -0.438 0.121 1.137
C -0.121 -1.192 1.388
C -0.555 -1.808 2.548
H -1.579 -1.546 4.440
H -2.177 0.843 3.939
H -1.516 1.826 1.732
H 0.461 -1.699 0.619
H -0.306 -2.858 2.713
```

=====

Entry 6:
Molecular formula: C6H4O
Method: DFT, ωB97M-V/def2-TZVPD

Its energy above the lowest of the compared OMol25 structures with the same formula, charge and spin is 64.7 kcal per mole. The HOMO-LUMO gap is 9.263 eV. The structure (SMILES) is C#Cc1ccco1. Its total energy is -8329.6366 eV.

Structure (XYZ):
```
11
C6H4O (ωB97M-V/def2-TZVPD)
C -1.108 2.029 0.790
C -1.568 0.953 0.481
C -1.008 -0.346 0.238
C -0.504 -0.672 -0.993
C 0.885 -0.917 -0.799
C 1.100 -0.819 0.542
O -0.034 -0.544 1.195
H -0.348 2.770 0.872
H -1.031 -0.560 -1.930
H 1.639 -1.022 -1.564
H 1.979 -0.872 1.167
```

=====

Entry 7:
Molecular formula: C28H47F13NO10P
Method: DFT, ωB97M-V/def2-TZVPD

The HOMO-LUMO gap is 8.364 eV. The structure (SMILES) is CC(=O)N(C)CCCC[PH2](CCCO)[C@@H](C)F.CCOC(=O)C(F)(F)F.CCOC(=O)C(F)(F)F.CCOC(=O)C(F)(F)F.CCOC(=O)C(F)(F)F. Its total energy is -96377.5937 eV.

Structure (XYZ):
```
100
C28H47F13NO10P (ωB97M-V/def2-TZVPD)
C 4.686 -0.800 -1.327
C 4.946 0.458 -2.055
O 6.032 0.744 -2.401
N 3.828 1.286 -2.309
C 4.174 2.700 -2.124
C 3.319 1.065 -3.670
C 2.591 -0.227 -3.842
C 1.155 -0.219 -3.389
C 0.959 0.322 -2.007
P -0.781 0.346 -1.431
C -0.788 2.227 -1.191
C -0.590 3.089 -2.419
C -1.401 2.717 -3.604
O -2.749 2.606 -3.250
C -0.952 -1.589 -1.611
C -1.587 -2.020 -2.897
F 0.236 -2.273 -1.435
H 4.702 -1.580 -2.045
H 5.415 -0.955 -0.577
H 3.702 -0.778 -0.937
H 5.124 2.823 -1.671
H 3.447 3.154 -1.488
H 4.156 3.229 -3.044
H 4.169 1.057 -4.327
H 2.674 1.857 -3.929
H 2.575 -0.424 -4.886
H 3.111 -1.045 -3.423
H 0.802 -1.210 -3.466
H 0.600 0.337 -4.107
H 1.365 1.292 -2.009
H 1.584 -0.235 -1.364
H -0.996 0.201 -0.033
H -1.947 0.454 -2.242
H -1.659 2.527 -0.667
H 0.025 2.441 -0.533
H -0.875 4.081 -2.157
H 0.433 3.163 -2.685
H -1.261 3.446 -4.374
H -1.040 1.799 -4.010
H -3.131 1.913 -3.783
H -1.607 -1.923 -0.841
H -1.629 -1.231 -3.614
H -0.962 -2.765 -3.317
H -2.551 -2.434 -2.748
C 7.389 2.806 -4.713
C 7.350 4.023 -5.610
O 7.666 3.685 -6.977
C 6.690 3.155 -7.684
O 5.575 2.923 -7.324
C 7.185 2.895 -9.122
F 8.387 2.305 -9.115
F 7.286 4.060 -9.780
F 6.328 2.111 -9.768
H 8.354 2.307 -4.788
H 7.221 3.090 -3.677
H 6.626 2.084 -4.995
H 8.104 4.744 -5.307
H 6.384 4.522 -5.568
C 0.783 -4.356 0.833
C 0.751 -3.849 2.258
O -0.484 -4.201 2.924
C -0.523 -5.445 3.361
O 0.336 -6.266 3.256
C -1.851 -5.724 4.098
F -2.908 -5.271 3.412
F -1.844 -5.123 5.306
F -2.005 -7.029 4.286
H -0.078 -3.995 0.278
H 1.687 -4.022 0.328
H 0.756 -5.445 0.811
H 0.797 -2.763 2.276
H 1.594 -4.223 2.835
C -3.949 -4.024 7.639
C -2.881 -2.981 7.864
O -3.462 -1.668 8.014
C -3.946 -1.385 9.208
O -3.943 -2.080 10.177
C -4.508 0.050 9.198
F -5.273 0.249 8.114
F -3.501 0.940 9.181
F -5.246 0.278 10.278
H -4.567 -3.749 6.785
H -3.497 -4.995 7.447
H -4.607 -4.116 8.501
H -2.230 -2.919 6.997
H -2.258 -3.210 8.726
C -6.101 1.436 5.507
C -6.386 2.574 4.557
O -6.241 2.156 3.185
C -7.263 1.493 2.676
O -8.287 1.211 3.220
C -6.964 1.151 1.204
F -5.727 0.652 1.072
F -7.063 2.261 0.461
F -7.835 0.253 0.755
H -5.115 1.016 5.312
H -6.140 1.781 6.535
H -6.828 0.635 5.385
H -5.666 3.375 4.696
H -7.378 2.993 4.713
```

=====

Entry 8:
Molecular formula: C29H36Br2HfIN4P
Method: DFT, ωB97M-V/def2-TZVPD

The net charge is +4. Its energy above the lowest of the compared OMol25 structures with the same formula, charge and spin is 0.0 kcal per mole. The HOMO-LUMO gap is 6.006 eV. Its total energy is -195362.7975 eV.

Structure (XYZ):
```
74
C29H36Br2HfIN4P (ωB97M-V/def2-TZVPD)
Hf -0.049 0.883 -1.094
N 2.119 0.092 -0.990
C 3.207 1.107 -1.210
C 2.654 2.463 -0.853
N 1.373 2.703 -1.596
C 0.777 4.000 -1.107
C -0.085 3.764 0.107
N -1.116 2.748 -0.290
C 1.623 2.767 -3.089
C 0.995 1.588 -3.809
N -0.406 1.430 -3.310
H 2.265 -0.718 -1.597
H 2.221 -0.275 -0.040
H 4.078 0.870 -0.599
H 3.522 1.044 -2.250
H 2.432 2.504 0.219
H 3.374 3.256 -1.070
H 1.568 4.726 -0.907
H 0.163 4.413 -1.909
H 0.470 3.368 0.961
H -0.555 4.697 0.421
H -1.749 2.553 0.492
H -1.726 3.154 -1.005
H 1.194 3.697 -3.462
H 2.692 2.823 -3.294
H 1.019 1.749 -4.888
H 1.522 0.647 -3.620
H -0.935 2.283 -3.507
H -0.904 0.714 -3.850
Br -3.008 -0.331 -4.742
C -4.099 0.033 -3.222
Br -3.213 0.827 -1.631
H -4.522 -0.897 -2.862
H -4.850 0.767 -3.493
I -0.579 -1.774 -2.259
C 0.660 -3.097 -1.175
C 1.341 -3.934 -2.023
C 1.996 -5.065 -1.497
C 1.873 -5.333 -0.167
C 1.159 -4.473 0.707
C 1.034 -4.848 2.068
C 0.353 -4.070 2.959
C -0.154 -2.838 2.524
C -0.060 -2.416 1.210
P -0.528 -0.677 1.063
C -2.304 -0.519 1.367
C -3.100 -1.649 1.165
C -4.480 -1.563 1.300
C -5.079 -0.356 1.631
C -4.298 0.778 1.829
C -2.922 0.699 1.689
C 0.473 0.177 2.318
C 1.840 -0.159 2.360
C 2.689 0.427 3.284
C 2.187 1.357 4.190
C 0.833 1.659 4.192
C -0.025 1.075 3.266
C 0.557 -3.268 0.235
H 1.356 -3.769 -3.092
H 2.540 -5.725 -2.157
H 2.320 -6.226 0.251
H 1.487 -5.779 2.387
H 0.239 -4.368 3.991
H -0.607 -2.191 3.268
H -2.649 -2.603 0.927
H -5.085 -2.450 1.168
H -6.153 -0.301 1.752
H -4.763 1.712 2.114
H -2.334 1.581 1.917
H 2.215 -1.004 1.786
H 3.727 0.126 3.336
H 2.842 1.805 4.925
H 0.432 2.329 4.941
H -1.082 1.280 3.345
```